[1]
Entry from the OMol25 dataset: a molecular structure, C46H49BF9Ge2N3OsPSe2 at a distorted geometry (ωB97M-V/def2-TZVPD).

Last column: Mulliken charge in e.
CARTESIAN COORDINATES (ANGSTROEM)
Os: 0.237 0.099 -0.628  1.3963
C: 0.744 -0.276 3.680  -0.3994
C: 1.896 0.713 3.607  -0.7719
Ge: 3.214 0.255 2.135  0.3885
C: 5.000 1.175 2.155  -0.5631
C: 5.862 0.847 0.943  -1.0971
C: 3.370 -1.697 2.105  -1.2138
C: 2.497 -2.577 1.613  1.3218
Ge: 1.029 -2.114 0.297  0.3693
C: -0.536 -3.277 0.973  -0.6635
C: -0.839 -4.624 0.334  -1.1727
C: 2.120 -2.366 -1.465  -1.2874
C: 2.455 -3.716 -2.080  -1.4495
C: 2.671 -4.003 1.918  0.0433
C: 3.226 -4.418 3.131  -0.7997
C: 3.460 -5.757 3.380  -0.9005
C: 3.138 -6.720 2.436  -0.5454
C: 2.552 -6.324 1.247  -1.4336
C: 2.320 -4.985 0.999  0.7586
H: 0.064 -0.012 4.486  0.3742
H: 1.110 -1.284 3.873  0.4276
H: 0.177 -0.297 2.742  -0.2226
H: 2.462 0.699 4.538  0.5281
H: 1.529 1.728 3.464  0.1843
H: 5.498 0.868 3.073  0.4807
H: 4.827 2.249 2.212  0.3929
H: 6.211 -0.183 0.972  0.3006
H: 6.729 1.505 0.919  0.3760
H: 5.305 0.986 0.016  0.2636
H: 4.225 -2.049 2.671  0.5948
H: -1.434 -2.655 0.925  0.6514
H: -0.321 -3.427 2.034  0.6184
H: -0.846 -4.571 -0.751  0.1209
H: -1.820 -4.967 0.660  0.4145
H: -0.106 -5.367 0.631  0.3770
H: 3.054 -1.857 -1.192  0.4606
H: 1.667 -1.718 -2.231  0.7358
H: 3.202 -4.241 -1.493  0.4599
H: 2.867 -3.562 -3.076  0.3780
H: 1.577 -4.354 -2.165  0.2350
H: 3.464 -3.689 3.891  0.4929
H: 3.898 -6.058 4.318  0.4152
H: 3.327 -7.764 2.632  0.4198
H: 2.277 -7.066 0.512  0.4298
H: 1.869 -4.685 0.068  0.2084
C: -4.555 -2.695 -1.932  -0.9323
N: -3.211 -3.014 -2.318  0.5410
C: -2.103 -2.302 -2.048  -0.1346
Se: -2.076 -0.779 -1.011  -0.4210
N: -1.041 -2.902 -2.619  0.5363
C: -1.466 -4.035 -3.277  0.5629
C: -0.782 -4.995 -4.002  -0.7378
C: -1.532 -6.025 -4.535  -0.6721
C: -2.913 -6.099 -4.344  -0.6209
C: -3.599 -5.154 -3.605  -0.7369
C: -2.855 -4.109 -3.078  0.5796
H: -4.544 -1.861 -1.231  0.2421
H: -5.016 -3.563 -1.461  0.3587
H: -5.140 -2.421 -2.811  0.3635
H: -0.088 -2.559 -2.583  -0.2701
H: 0.284 -4.933 -4.150  0.5340
H: -1.040 -6.788 -5.117  0.4342
H: -3.459 -6.920 -4.784  0.4142
H: -4.664 -5.229 -3.457  0.4613
B: -1.031 1.703 -4.686  0.2278
C: -0.229 1.005 -3.604  0.2387
N: 0.355 0.460 -2.752  -0.7164
H: -0.407 2.637 -5.096  -0.1311
H: -1.219 0.936 -5.583  -0.1441
H: -2.057 2.038 -4.153  -0.1257
Se: 2.361 0.844 -0.041  -0.7195
F: 3.147 7.418 2.674  -0.2559
C: 2.951 7.522 1.344  0.8366
F: 2.370 8.710 1.138  -0.2592
F: 4.161 7.569 0.783  -0.2765
C: 2.107 6.376 0.843  0.2033
C: 0.766 6.327 1.210  -1.1597
C: 0.001 5.237 0.854  -0.6204
C: 0.564 4.182 0.135  0.3838
C: 1.884 4.272 -0.288  -0.3095
C: 2.657 5.365 0.069  -1.0507
P: -0.510 2.754 -0.283  0.4690
C: -1.292 2.330 1.309  0.3041
C: -0.825 2.700 2.564  -0.8624
C: -1.423 2.188 3.704  -1.1433
C: -2.459 1.272 3.582  0.6094
C: -2.958 0.917 2.336  -1.6541
C: -2.379 1.458 1.210  -1.0612
C: -3.088 0.653 4.799  0.7289
F: -4.154 1.346 5.225  -0.2622
F: -3.510 -0.596 4.551  -0.2653
F: -2.238 0.572 5.831  -0.2569
C: -1.823 3.713 -1.130  0.9106
C: -3.099 3.919 -0.617  0.0002
C: -3.993 4.724 -1.297  -1.2000
C: -3.605 5.338 -2.481  0.2734
C: -2.333 5.138 -3.001  -1.0277
C: -1.450 4.313 -2.330  -0.9611
C: -4.601 6.241 -3.162  0.8197
F: -4.194 6.660 -4.361  -0.2771
F: -4.849 7.341 -2.430  -0.2549
F: -5.784 5.632 -3.341  -0.2590
H: 0.327 7.143 1.763  0.4710
H: -1.041 5.205 1.139  0.5602
H: 2.325 3.492 -0.897  0.6935
H: 3.682 5.432 -0.261  0.5479
H: 0.005 3.385 2.657  0.5757
H: -1.074 2.489 4.680  0.4267
H: -3.784 0.228 2.260  0.5983
H: -2.788 1.223 0.233  1.7859
H: -3.401 3.473 0.318  0.4794
H: -4.988 4.877 -0.906  0.4584
H: -2.044 5.619 -3.923  0.4918
H: -0.461 4.141 -2.733  0.5595

Summary:
**E_LUMO (alpha / beta)**: -2.8 / -5.1 eV
**HOMO (alpha / beta)**: -10.839 / -10.997 eV
**Spin multiplicity**: 5
**Orbital gap (alpha / beta)**: 8.06 / 5.94 eV
**Charge**: +1

[2]
Entry from the OMol25 dataset: C4H4N2 in the gas phase at a distorted geometry (ωB97M-V/def2-TZVPD).

Last column: Mulliken charge in e.
CARTESIAN COORDINATES (ANGSTROEM)
C: 0.548 1.356 -0.117  -0.0452
C: 1.670 0.790 0.043  0.2005
C: -0.736 0.814 -0.227  -0.4740
C: -0.319 -0.924 0.193  -0.2969
N: 2.028 -0.483 0.007  -0.2862
N: 1.059 -1.271 0.019  -0.1919
H: -1.340 1.445 0.488  0.2658
H: -1.253 0.980 -1.163  0.2941
H: -0.655 -1.160 1.276  0.2704
H: -1.000 -1.546 -0.520  0.2635

Summary:
**E_LUMO (alpha / beta)**: -0.3 / -0.3 eV
**HOMO (alpha / beta)**: -8.874 / -8.873 eV
**Structure (SMILES)**: C1#CN=NCC1
**Orbital gap (alpha / beta)**: 8.55 / 8.55 eV
**Energy relative to the best compared isomer or geometry (same formula, charge and spin)**: 6.683 eV

[3]
Entry from the OMol25 dataset: C24H25ClN4O2 in the gas phase (ωB97M-V/def2-TZVPD).

Last column: Mulliken charge in e.
CARTESIAN COORDINATES (ANGSTROEM)
C: 3.646 3.864 -5.937  -0.8755
H: 3.632 3.013 -6.626  0.3434
O: 2.405 4.030 -5.296  -0.4791
C: 1.944 3.025 -4.508  0.7500
C: 2.592 1.818 -4.272  -0.4986
C: 2.038 0.853 -3.450  -1.0118
C: 0.812 1.074 -2.835  0.4994
C: 0.148 2.279 -3.061  -0.5707
C: 0.707 3.234 -3.883  0.2185
Cl: -0.122 4.722 -4.156  -0.2218
H: -0.808 2.475 -2.599  0.4788
N: 0.199 0.140 -2.000  0.0628
C: 0.681 -1.042 -1.534  0.2140
O: 1.746 -1.531 -1.826  -0.6755
C: -0.354 -1.709 -0.593  -0.2495
N: -0.924 -0.670 0.244  0.1903
C: -0.026 0.090 1.094  -0.2272
H: 0.909 0.275 0.564  0.5536
C: -0.720 1.415 1.445  -1.2559
N: -1.961 1.145 2.133  0.1173
C: -2.044 1.026 3.496  0.9191
N: -3.084 0.326 3.961  -0.3238
C: -3.270 0.232 5.264  -0.4469
C: -2.441 0.812 6.205  -0.4596
C: -1.357 1.544 5.733  -0.5904
C: -1.149 1.659 4.377  -0.4300
H: -0.315 2.238 4.014  0.2779
H: -0.679 2.024 6.424  0.3986
H: -2.629 0.701 7.260  0.3781
H: -4.135 -0.351 5.558  0.3847
C: -2.844 0.339 1.314  -1.1803
H: -3.753 0.145 1.881  0.5404
C: -2.166 -0.980 0.926  -0.4804
H: -2.811 -1.543 0.248  0.4870
H: -2.016 -1.580 1.836  0.2887
H: -3.081 0.911 0.412  0.3345
H: -0.061 2.035 2.049  0.3810
H: -0.957 1.961 0.525  0.2939
H: 0.210 -0.420 2.041  0.1972
C: 0.227 -2.970 0.016  0.5096
C: 0.413 -3.182 1.374  0.0141
C: 0.958 -4.370 1.835  -0.9735
C: 1.333 -5.360 0.947  -0.4402
C: 1.146 -5.161 -0.411  -0.7898
C: 0.591 -3.982 -0.869  -0.3859
H: 0.443 -3.838 -1.928  0.3805
H: 1.431 -5.929 -1.115  0.3754
H: 1.765 -6.281 1.309  0.3846
H: 1.090 -4.515 2.897  0.4086
H: 0.130 -2.436 2.098  0.1712
H: -1.170 -2.033 -1.261  0.4774
H: -0.688 0.420 -1.594  0.0731
H: 2.559 -0.074 -3.280  0.5228
H: 3.545 1.615 -4.733  0.3538
H: 4.457 3.735 -5.213  0.3449
H: 3.809 4.781 -6.500  0.2409

Summary:
**E_LUMO**: 0.6 eV
**HOMO**: -7.942 eV
**Structure (SMILES)**: COc1ccc(NC(=O)[C@@H](c2ccccc2)N2CCN(c3ccccn3)CC2)cc1Cl
**Orbital gap**: 8.55 eV
**Energy relative to the best compared isomer or geometry (same formula, charge and spin)**: 0.000 eV

[4]
Entry from the OMol25 dataset: C6H10BNO in the gas phase at a distorted geometry (ωB97M-V/def2-TZVPD).

Last column: Mulliken charge in e.
CARTESIAN COORDINATES (ANGSTROEM)
B: -1.457 -0.042 -0.214  0.3875
C: 2.057 1.389 -0.222  -0.6443
C: 2.262 0.041 0.119  -0.5872
C: 0.692 1.473 -0.389  -0.3949
C: 1.099 -0.605 0.042  0.5261
C: -2.250 1.150 0.388  -0.8841
C: 0.922 -2.118 0.172  -0.9510
N: 0.081 0.278 -0.216  0.0275
O: -1.942 -1.270 -0.453  -0.5984
H: 2.664 2.243 -0.052  0.3938
H: 3.250 -0.359 0.079  0.3840
H: 0.155 2.381 -0.575  0.4314
H: -1.820 1.537 1.363  0.2720
H: -3.227 0.874 0.791  0.2820
H: -2.374 1.915 -0.509  0.2516
H: 1.911 -2.385 0.700  0.2936
H: 0.032 -2.472 0.705  0.2857
H: 0.758 -2.675 -0.859  0.2164
H: -2.814 -1.355 -0.869  0.3082

Summary:
**E_LUMO (alpha / beta)**: 0.6 / -1.7 eV
**HOMO (alpha / beta)**: -3.815 / -9.302 eV
**Spin multiplicity**: 3
**Orbital gap (alpha / beta)**: 4.39 / 7.61 eV

[5]
Entry from the OMol25 dataset: 3 unconnected molecules or ions with the total composition C4H8O at a distorted geometry (ωB97M-V/def2-TZVPD).

Last column: Mulliken charge in e.
CARTESIAN COORDINATES (ANGSTROEM)
O: 1.979 0.696 -0.157  -0.5720
C: 0.841 0.365 -0.036  0.0592
C: -0.002 -0.140 1.142  -0.3224
C: -1.243 -0.027 0.229  -0.4966
C: -0.401 0.697 -0.845  -0.3525
H: 2.053 -1.192 -0.710  0.0467
H: 1.076 -1.734 -1.041  0.0533
H: 0.050 0.666 1.884  0.2426
H: 0.218 -1.080 1.652  0.2753
H: -2.086 0.532 0.632  0.2972
H: -1.576 -1.005 -0.111  0.2502
H: -0.467 1.790 -0.794  0.2522
H: -0.468 0.408 -1.895  0.2668

Summary:
**E_LUMO**: 0.7 eV
**HOMO**: -9.608 eV
**Orbital gap**: 10.35 eV
**Energy relative to the best compared isomer or geometry (same formula, charge and spin)**: 3.734 eV

What did the fourth record say?
Entry from the OMol25 dataset: C6H10BNO in the gas phase at a distorted geometry (ωB97M-V/def2-TZVPD).

Last column: Mulliken charge in e.
CARTESIAN COORDINATES (ANGSTROEM)
B: -1.457 -0.042 -0.214  0.3875
C: 2.057 1.389 -0.222  -0.6443
C: 2.262 0.041 0.119  -0.5872
C: 0.692 1.473 -0.389  -0.3949
C: 1.099 -0.605 0.042  0.5261
C: -2.250 1.150 0.388  -0.8841
C: 0.922 -2.118 0.172  -0.9510
N: 0.081 0.278 -0.216  0.0275
O: -1.942 -1.270 -0.453  -0.5984
H: 2.664 2.243 -0.052  0.3938
H: 3.250 -0.359 0.079  0.3840
H: 0.155 2.381 -0.575  0.4314
H: -1.820 1.537 1.363  0.2720
H: -3.227 0.874 0.791  0.2820
H: -2.374 1.915 -0.509  0.2516
H: 1.911 -2.385 0.700  0.2936
H: 0.032 -2.472 0.705  0.2857
H: 0.758 -2.675 -0.859  0.2164
H: -2.814 -1.355 -0.869  0.3082

Summary:
**E_LUMO (alpha / beta)**: 0.6 / -1.7 eV
**HOMO (alpha / beta)**: -3.815 / -9.302 eV
**Spin multiplicity**: 3
**Orbital gap (alpha / beta)**: 4.39 / 7.61 eV